Entry 1:
Molecular formula: C19H12N4O6V
Method: DFT, the ωB97M-V functional and the def2-TZVPD basis

Summary:
HOMO-LUMO gap (spin up / spin down) (eV): 5.525 / 6.767
Calculated total energy (eV): -63830.0887
Molecular weight (g/mol): 443.3
2S+1: 2
Maximum force (Eh/bohr): 0.0493
LUMO level (spin up / spin down) (eV): -0.8 / -0.4
HOMO energy (spin up / spin down) (eV): -6.282 / -7.170

Each line ends with the Mulliken spin population.
CARTESIAN COORDINATES (ANGSTROEM)
V 1.077 -0.047 0.022  0.70
O 4.720 -0.855 -1.462  0.00
C 3.552 -0.694 -1.225  0.00
N 2.909 -0.619 0.013  0.02
C 3.584 -0.668 1.237  0.00
O 4.761 -0.777 1.447  0.00
C 2.586 -0.545 2.373  -0.02
C 2.941 -0.781 3.682  0.00
C 1.968 -0.675 4.664  0.00
C 0.677 -0.329 4.297  0.00
C 0.395 -0.103 2.963  0.01
N 1.330 -0.214 2.009  0.00
C 2.539 -0.543 -2.347  -0.02
C 2.885 -0.778 -3.659  0.00
C 1.907 -0.659 -4.636  0.00
C 0.621 -0.302 -4.259  0.00
C 0.350 -0.075 -2.923  0.01
N 1.288 -0.197 -1.975  0.00
H 3.966 -1.043 3.904  0.00
H 2.213 -0.859 5.702  0.00
H -0.108 -0.232 5.034  0.00
H -0.598 0.173 2.632  0.00
H 3.908 -1.048 -3.885  0.00
H 2.144 -0.843 -5.676  0.00
H -0.167 -0.196 -4.991  0.00
H -0.638 0.216 -2.588  0.00
O -0.269 -1.391 0.038  0.01
C -1.539 -1.251 0.000  0.17
C -2.231 -0.005 -0.019  0.01
C -3.637 -0.021 -0.034  0.01
C -4.342 1.147 -0.038  0.00
C -3.697 2.393 -0.026  0.06
C -2.330 2.439 -0.014  -0.02
C -1.555 1.258 -0.011  0.04
O -0.253 1.325 -0.007  0.00
N -5.806 1.094 -0.052  0.00
O -6.411 2.149 -0.065  0.00
O -6.342 0.000 -0.043  0.00
H -2.132 -2.161 -0.007  0.01
H -4.171 -0.963 -0.042  0.00
H -4.292 3.296 -0.028  0.00
H -1.801 3.384 -0.006  0.00



Entry 2:
Molecular formula: C37H94B2FN2O20
Method: DFT, the ωB97M-V functional and the def2-TZVPD basis

Summary:
HOMO-LUMO gap (eV): 7.920
Total charge: -1
Calculated total energy (eV): -87887.1446
Molecular weight (g/mol): 927.8
Energy relative to the best compared isomer or geometry (same formula, charge and spin) (kcal per mole): 199.9
Maximum force (Eh/bohr): 0.1289
LUMO level (eV): 1.9
HOMO energy (eV): -5.986

Each line ends with the Mulliken charge.
CARTESIAN COORDINATES (ANGSTROEM)
C 2.551 0.390 4.065  -0.88
C 1.876 -0.922 3.414  1.47
B 2.638 -1.445 2.049  0.36
O 3.976 -2.010 2.282  -0.57
C 1.989 -1.406 0.554  -0.65
N 3.243 -1.330 -0.327  -0.29
C 3.725 -0.113 -0.238  0.41
O 4.444 0.834 0.185  -0.70
O 1.272 -2.684 0.532  -0.71
B -0.194 -2.503 0.832  0.31
O -0.812 -2.943 -0.432  -0.31
C -2.243 -3.118 -0.326  -0.32
C -3.085 -1.725 -0.435  1.89
C -4.329 -1.828 -1.482  -1.08
C -3.485 -1.090 0.986  0.71
C -4.864 -1.630 1.620  0.73
C -4.763 -1.324 3.228  -1.11
C -5.105 -3.214 1.488  -1.23
C -0.358 -3.408 2.188  1.22
C -0.256 -4.999 1.819  -1.37
F -1.653 -3.210 2.887  -0.32
O -0.276 -1.035 0.915  -0.73
C 0.815 -0.353 0.205  2.34
C 0.785 1.095 0.934  -1.00
C -0.580 1.335 1.803  1.56
C -0.546 2.929 2.183  -0.42
C -2.058 3.531 2.199  -0.64
N -2.345 4.391 0.978  -0.06
C -2.473 3.523 -0.252  -0.62
C -3.692 4.984 1.258  0.73
C -5.023 4.571 0.437  -0.89
O -3.856 5.841 2.187  -0.63
C 0.546 0.050 -1.344  -1.30
C 0.836 -1.128 -2.404  -0.44
C 2.062 -0.652 -3.365  -0.26
C 2.967 -1.902 -3.854  0.21
O 2.645 -2.668 -4.809  -0.62
O 4.216 -2.095 -3.164  -0.28
H 1.864 1.289 3.824  0.09
H 3.577 0.613 3.609  0.21
H 2.683 0.295 5.207  0.24
H 2.040 -1.783 4.180  0.25
H 0.741 -0.846 3.278  -1.32
H 3.933 -2.870 1.785  0.28
H -2.577 -3.764 0.574  0.00
H -2.559 -3.728 -1.263  -0.10
H -2.347 -0.974 -0.927  -0.95
H -4.663 -2.935 -1.586  0.20
H -4.057 -1.482 -2.539  0.30
H -5.252 -1.245 -1.131  0.08
H -3.642 0.049 0.799  -0.61
H -2.681 -1.165 1.795  -0.59
H -5.782 -1.035 1.265  0.39
H -4.089 -0.425 3.464  0.20
H -5.800 -1.266 3.726  0.36
H -4.236 -2.241 3.710  0.23
H -4.639 -3.841 2.330  0.30
H -6.253 -3.379 1.580  0.32
H -4.805 -3.670 0.484  0.22
H 0.446 -3.234 2.986  -0.12
H 0.774 -5.375 2.206  0.24
H -1.049 -5.629 2.350  0.32
H -0.256 -5.195 0.693  0.12
H 1.660 1.293 1.644  -0.02
H 0.791 1.973 0.174  0.53
H -1.512 1.197 1.158  -0.78
H -0.587 0.764 2.791  -0.22
H 0.022 3.552 1.391  -0.24
H 0.014 3.122 3.177  0.49
H -2.142 4.208 3.115  0.44
H -2.808 2.663 2.188  0.33
H -3.156 2.618 -0.006  0.17
H -2.850 4.124 -1.157  0.38
H -1.451 3.056 -0.543  0.02
H -5.968 5.062 0.848  0.31
H -5.117 3.419 0.470  0.19
H -4.890 4.835 -0.680  0.27
H -0.588 0.287 -1.409  -0.10
H 1.184 0.957 -1.687  0.70
H 1.074 -2.148 -1.950  0.15
H -0.082 -1.273 -3.095  0.34
H 2.793 0.042 -2.794  0.09
H 1.646 -0.036 -4.236  0.45
H 4.448 -3.052 -3.135  0.28
C -2.509 -5.611 -3.941  -0.73
O -2.115 -4.436 -3.250  -0.23
H -3.485 -5.441 -4.396  0.12
H -1.779 -5.839 -4.722  0.32
H -2.578 -6.444 -3.237  0.31
H -1.248 -4.614 -2.856  0.19
C 7.906 -3.541 -2.997  -0.43
O 7.654 -2.148 -3.108  -0.50
H 8.919 -3.745 -3.345  0.22
H 7.814 -3.848 -1.953  0.20
H 7.193 -4.094 -3.614  0.22
H 6.751 -1.996 -2.793  0.29
C 8.961 -5.240 0.739  -0.53
O 9.531 -5.183 -0.560  -0.49
H 8.123 -5.937 0.726  0.22
H 9.710 -5.589 1.455  0.28
H 8.602 -4.249 1.029  0.22
H 10.268 -4.560 -0.520  0.29
C 5.516 3.412 1.349  -0.81
O 6.278 4.286 2.170  -0.60
H 4.473 3.731 1.365  0.16
H 5.891 3.452 0.325  0.63
H 5.588 2.393 1.734  0.53
H 7.195 3.980 2.136  0.31
C 8.275 0.602 -0.034  -0.64
O 7.584 1.791 0.315  -0.47
H 9.339 0.825 -0.120  0.25
H 8.126 -0.153 0.742  0.24
H 7.906 0.229 -0.993  0.25
H 6.646 1.564 0.384  0.21
C -4.692 -3.196 -5.814  -0.31
O -3.933 -2.346 -4.972  -0.37
H -5.729 -2.857 -5.818  0.05
H -4.294 -3.155 -6.832  0.27
H -4.649 -4.220 -5.436  0.11
H -3.022 -2.670 -4.987  0.21
C -3.879 8.943 1.871  -0.36
O -3.337 10.114 1.273  -0.54
H -4.620 8.513 1.196  0.16
H -3.083 8.216 2.043  0.21
H -4.359 9.202 2.818  0.25
H -2.686 10.473 1.890  0.30
C -8.025 -0.669 -5.564  -0.65
O -7.086 -0.675 -4.501  -0.36
H -8.936 -0.173 -5.226  0.24
H -7.613 -0.124 -6.417  0.27
H -8.259 -1.696 -5.855  0.30
H -6.289 -1.120 -4.827  0.25
C -8.768 -0.335 -1.606  -0.48
O -8.106 0.792 -1.053  -0.49
H -9.268 -0.879 -0.804  0.28
H -9.511 -0.002 -2.336  0.25
H -8.038 -0.989 -2.087  0.13
H -7.673 1.255 -1.783  0.29
C 2.179 5.818 0.944  -0.48
O 2.277 5.071 -0.259  -0.44
H 1.480 5.317 1.614  0.12
H 3.161 5.875 1.421  0.26
H 1.811 6.823 0.723  0.33
H 2.901 5.534 -0.834  0.25
C 6.957 6.106 -1.379  -0.61
O 5.780 5.459 -0.925  -0.40
H 6.810 6.420 -2.413  0.22
H 7.158 6.984 -0.760  0.29
H 7.801 5.413 -1.329  0.22
H 5.937 5.191 -0.008  0.34
C -0.187 -2.092 6.760  -0.64
O 0.039 -1.034 5.844  -0.42
H 0.271 -1.834 7.716  0.27
H -1.261 -2.236 6.900  0.26
H 0.266 -3.012 6.379  0.26
H -0.375 -1.288 5.007  0.20